The following is a quantum chemistry calculation of a structure of composition C13H23Cl3NO4P2Pt in a non-equilibrium geometry, from OMol25.

The geometry in ORCA input format:
```
! wB97M-V def2-TZVPD RIJCOSX def2/J DEFGRID3
* xyz 1 3
Pt 0.059 0.043 0.799
Cl -0.303 1.183 5.872
Cl 1.047 -0.720 4.156
Cl -1.773 -0.267 3.818
P -2.127 0.027 0.336
P 2.278 -0.532 0.427
O -0.537 2.775 3.466
O -1.528 -2.422 -3.309
O -0.451 -3.594 -0.273
O 0.829 1.472 2.184
N 0.275 1.067 -1.054
C 2.662 0.960 -0.570
C -0.799 1.168 -1.866
C -0.224 0.538 4.234
C 0.038 1.734 3.207
C 2.724 -1.954 -0.619
C 3.447 -0.480 1.807
C 1.516 1.408 -1.446
C 0.562 2.417 -3.408
C 1.671 2.160 -2.609
C -3.267 -1.368 0.584
C -0.675 1.909 -3.036
C -2.068 0.437 -1.482
C -2.837 1.495 1.146
H 2.834 1.739 0.185
H -2.833 -2.257 0.115
H -0.216 -2.930 0.384
H 2.659 2.517 -2.863
H 0.340 -3.759 -0.791
H 2.075 -2.005 -1.507
H 2.607 -2.886 -0.044
H -2.988 1.003 -1.735
H -3.019 1.340 2.212
H -2.076 -0.515 -2.004
H 3.337 -1.391 2.407
H -1.573 2.029 -3.630
H -1.452 -2.812 -2.423
H 3.773 -1.870 -0.947
H -2.140 2.335 1.090
H 3.216 0.388 2.436
H -2.344 -2.815 -3.656
H 4.483 -0.414 1.444
H 0.657 2.984 -4.325
H -4.239 -1.164 0.114
H -3.776 1.779 0.667
H -3.426 -1.558 1.653
H 3.584 0.806 -1.141
*
```

Computed properties:
E_LUMO (alpha / beta)   -0.1134 / -0.1959 hartree
Total energy   -3047.2734 hartree
Highest occupied orbital energy (alpha / beta)   -0.4203 / -0.4449 Eh

What are the Mulliken partial charges on each atom? They are as follows, in elementary charge units: atom 1 (Pt): 1.6407, atom 2 (Cl): -0.0809, atom 3 (Cl): -0.1141, atom 4 (Cl): -0.1075, atom 5 (P): 0.4639, atom 6 (P): 0.7106, atom 7 (O): -0.5210, atom 8 (O): -0.6451, atom 9 (O): -0.6240, atom 10 (O): -0.6692, atom 11 (N): -0.4663, atom 12 (C): -1.3734, atom 13 (C): 0.5127, atom 14 (C): 0.4959, atom 15 (C): 0.0851, atom 16 (C): -1.1919, atom 17 (C): -1.2897, atom 18 (C): 0.7288, atom 19 (C): -0.4609, atom 20 (C): -0.8737, atom 21 (C): -1.1131, atom 22 (C): -0.7619, atom 23 (C): -1.0220, atom 24 (C): -1.2711, atom 25 (H): 0.3532, atom 26 (H): 0.3171, atom 27 (H): 0.2422, atom 28 (H): 0.5279, atom 29 (H): 0.3249, atom 30 (H): 0.3323, atom 31 (H): 0.3715, atom 32 (H): 0.6215, atom 33 (H): 0.3663, atom 34 (H): 0.2160, atom 35 (H): 0.3545, atom 36 (H): 0.5121, atom 37 (H): 0.3337, atom 38 (H): 0.4003, atom 39 (H): 0.3622, atom 40 (H): 0.3426, atom 41 (H): 0.3196, atom 42 (H): 0.4230, atom 43 (H): 0.4357, atom 44 (H): 0.4192, atom 45 (H): 0.4533, atom 46 (H): 0.3147, atom 47 (H): 0.6043